1.
C3H7N2O2P in the gas phase. Source: the Open Molecules 2025 dataset; level of theory: ωB97M-V/def2-TZVPD.

```
15
Properties=species:S:1:pos:R:3:forces:R:3
C -2.0878 -0.9532 0.5939 1.319 -0.497 2.638
C -1.3763 -0.0701 -0.3784 3.392 -1.081 -1.436
C -1.6923 1.3083 -0.0197 1.354 -5.074 -2.249
N -1.8907 2.3799 0.1754 -1.248 5.452 1.295
O 0.1912 -0.2114 -0.4699 -2.241 -0.131 -0.193
P 1.2631 0.3848 0.5743 1.757 1.279 0.272
N 1.4371 2.0384 0.1161 0.344 0.336 0.227
O 2.6424 -0.0664 -0.2830 -0.813 -0.050 0.205
H -1.4503 -1.0598 1.5799 -1.420 0.561 -1.757
H -3.0063 -0.4143 0.7740 -0.389 -0.132 0.614
H -2.3544 -1.9646 0.3383 0.279 -0.262 -0.758
H -1.4467 -0.4133 -1.4477 -1.081 1.115 1.022
H 2.0948 2.2183 -0.6514 -0.502 -0.437 0.143
H 1.6911 2.7235 0.8427 -0.563 -0.859 -0.199
H 3.1723 -0.7594 0.1141 -0.189 -0.220 0.177
```
Forces are in eV/Å.

Calculated values
Kohn-Sham gap: 9.870 eV
Relative energy (zero: lowest compared OMol25 entry of this formula, charge and spin): 58.0 kJ/mol
SMILES string: C[C@@H](C#N)OP(N)O

=====

2.
A molecular structure, C28H55MoO2P3. Source: the Open Molecules 2025 dataset; level of theory: ωB97M-V/def2-TZVPD.

```
89
Properties=species:S:1:pos:R:3:forces:R:3
Mo 1.1700 -1.9712 -0.2626 -1.224 2.007 0.217
C 0.1710 -3.5065 -0.7627 -5.282 -6.467 -3.672
O -0.5558 -4.3652 -1.1778 4.046 4.524 2.561
C 2.2748 -1.9791 1.3067 4.712 0.528 8.407
O 2.8908 -1.8026 2.3009 -2.814 -0.920 -5.160
P 1.9660 -1.1120 -2.2230 0.357 0.964 -3.872
C 2.9215 0.4742 -2.1149 -0.270 0.230 0.159
H 3.6251 0.4317 -2.9681 -0.260 -0.110 0.391
C 3.1670 -2.5138 -2.3572 0.019 -0.734 0.388
H 3.4191 -2.7765 -1.3094 0.232 -0.057 0.243
C 0.9423 -0.9634 -3.7489 -0.770 0.124 -0.383
H 0.4485 0.0037 -3.6064 0.121 0.032 0.080
C -3.7329 -1.9540 1.1372 -1.674 0.318 0.692
P -1.9878 -1.1687 1.5696 0.011 1.034 0.813
H -2.4679 -0.8129 3.9211 0.049 0.425 -0.044
H -4.4318 -1.2289 0.6549 0.710 0.127 0.175
C -1.4149 -2.7990 2.7525 -0.338 -2.231 1.314
H -2.4312 -2.9018 3.1710 0.515 0.273 -0.324
C 2.6052 -3.8027 -2.9720 -0.330 -0.366 -0.244
H 2.2960 -3.6706 -4.0145 0.186 -0.007 0.201
H 1.7411 -4.2042 -2.4271 0.264 0.072 -0.205
H 3.3794 -4.5883 -2.9492 -0.213 0.412 0.009
C 4.4843 -2.0966 -3.0294 0.384 0.396 0.083
H 5.1605 -2.9618 -3.0721 -0.260 0.201 0.109
H 4.9857 -1.3006 -2.4713 0.076 -0.189 -0.152
H 4.3220 -1.7473 -4.0534 -0.055 -0.107 0.153
C 1.8052 -0.8665 -5.0080 0.382 -0.022 -0.181
H 2.5510 -0.0712 -4.9418 -0.020 -0.031 -0.060
H 1.1719 -0.6431 -5.8770 0.056 -0.045 0.298
H 2.3259 -1.8037 -5.2208 -0.101 0.098 -0.018
C -0.1975 -1.9791 -3.9139 0.018 -0.485 0.226
H -0.6668 -1.8743 -4.9050 0.229 0.086 0.377
H -0.9801 -1.8455 -3.1587 0.039 0.095 -0.059
H 0.1495 -3.0123 -3.8293 -0.040 0.103 -0.167
C 2.0034 1.6898 -2.2943 -0.188 0.182 -0.278
H 1.5421 1.7246 -3.2856 0.055 -0.009 0.171
H 2.5775 2.6224 -2.2083 0.041 -0.298 0.078
H 1.2033 1.7170 -1.5386 0.205 -0.080 -0.164
C 3.6786 0.5691 -0.7943 0.436 -0.074 0.133
H 3.0290 0.8417 0.0486 -0.030 -0.026 -0.170
H 4.4509 1.3422 -0.8713 -0.151 -0.057 0.109
H 4.2052 -0.3496 -0.5316 0.094 -0.074 -0.004
C -4.5022 -2.3853 2.3927 -0.205 -0.040 0.147
H -4.4259 -1.6492 3.2125 -0.195 -0.327 -0.318
H -4.1892 -3.3722 2.7719 -0.305 0.366 -0.238
H -5.5612 -2.4428 2.0835 0.376 -0.123 0.374
C -3.5764 -3.0381 0.0840 0.274 -0.079 -0.394
H -3.2484 -3.9924 0.5014 -0.202 0.234 0.017
C -0.7855 0.5160 3.5632 0.358 -0.174 0.301
H -2.8647 -2.7457 -0.6919 -0.114 -0.040 -0.190
H -4.5617 -3.1732 -0.3832 0.310 -0.049 0.042
C -3.2193 1.0219 3.0436 -0.126 -0.173 -0.204
H -0.8895 1.4378 4.1556 -0.232 -0.251 -0.229
H -0.2215 -0.1714 4.1933 -0.003 0.242 -0.119
H -0.1321 0.7475 2.7185 -0.132 0.042 -0.181
C -2.1418 -0.0793 3.1684 -0.421 0.241 0.094
H -3.3197 1.6038 3.9759 0.162 -0.260 -0.300
H -4.2076 0.5882 2.8639 -0.064 0.024 -0.011
H -3.0246 1.7430 2.2265 0.110 -0.263 0.258
C -0.4268 -2.5878 3.8911 0.214 1.169 0.104
H 0.5596 -2.2354 3.5445 -0.346 -0.173 0.224
H -0.2657 -3.5628 4.3863 -0.183 0.293 -0.379
H -0.8037 -1.9184 4.6695 0.193 -0.191 -0.184
C -1.0046 -4.1201 2.1115 -0.001 0.099 -1.175
H -1.6121 -4.4459 1.2658 0.086 0.038 0.271
H -1.0625 -4.9094 2.8884 -0.078 0.487 -0.306
H 0.0447 -4.1041 1.7645 -0.208 0.007 0.294
H -1.0993 3.0846 2.1769 -0.069 -0.057 0.054
H -3.1613 -0.0978 1.1189 1.570 -1.610 -0.207
C -1.1976 2.5336 -0.3736 -0.263 -0.505 -0.168
P -0.3851 3.3479 1.0137 0.414 1.564 -0.803
C 1.2977 2.7371 1.2408 0.279 -0.213 0.207
C -0.3911 5.1240 0.7310 0.481 -0.011 0.116
C 0.5200 5.7218 -0.1714 -0.650 -0.026 0.508
C 0.4717 7.1016 -0.3601 -0.178 -0.064 -0.077
C -0.4604 7.8994 0.3280 -0.023 -1.426 0.231
C -1.3194 7.2827 1.2572 -0.167 0.912 -0.144
C -1.2859 5.9163 1.4600 -0.216 -0.843 0.190
H -1.0408 1.4384 -0.3505 -0.086 0.428 -0.023
H -0.8196 2.9455 -1.3280 -0.137 -0.109 0.514
H -2.2817 2.7405 -0.3189 0.443 -0.003 -0.066
H 1.9378 3.0265 0.3875 -0.377 -0.037 0.410
H 1.7069 3.1894 2.1642 -0.150 -0.170 -0.438
H 1.3109 1.6356 1.3511 -0.032 0.526 -0.060
H 1.2289 5.1040 -0.7094 0.090 0.166 -0.110
H 1.1464 7.5500 -1.0825 -0.066 0.020 0.145
H -0.5294 8.9548 0.1219 0.053 0.140 0.105
H -2.0412 7.8929 1.8125 0.334 -0.274 -0.236
H -1.9621 5.4028 2.1649 0.263 0.648 -0.278
```
Forces are in eV/Å.

Calculated values
Net charge: +4
Kohn-Sham gap (spin up / spin down): 4.386 / 3.984 eV
Spin multiplicity: 3